(1)
A molecular structure, C33H43BN3O4PtS, computed with ωB97M-V/def2-TZVPD.

Computed properties:
Energy relative to the best compared isomer or geometry (same formula, charge and spin), kcal/mol: 10.97
Electronic energy, eV: -62343.2330
HOMO energy, eV: -4.16

ORCA input file:
```
! RIJCOSX wB97M-V def2-TZVPD def2/J DEFGRID3
* xyz -1 1
C -1.57 -1.64 5.67
B -0.56 -0.13 2.64
H -8.67 0.13 0.00
S 0.21 -3.15 -0.42
C -7.59 0.08 0.09
C -6.99 0.03 1.34
H -0.03 -0.70 -2.01
H 3.05 5.25 -0.93
C 0.40 5.61 -1.48
C 1.07 -0.56 5.24
H 0.81 2.04 5.74
Pt -0.25 -0.15 0.71
H -0.43 1.28 6.75
H -2.63 1.26 4.13
H -2.80 0.83 5.85
C -0.15 -2.04 -4.57
C -2.16 -0.16 0.54
C 0.29 3.28 -0.78
H -1.46 6.50 -2.04
H 1.13 -1.44 4.60
C 0.19 -3.12 -3.54
C 2.98 3.21 -0.30
N 2.67 -2.36 -0.93
O 1.91 -0.13 0.79
H 0.29 -4.10 -4.03
H 4.04 3.09 -0.09
H -1.10 -0.14 -4.81
H 3.99 -3.42 -3.15
H 3.39 -1.02 -2.42
C -4.79 -0.04 0.31
N 1.40 -2.81 -2.80
C 1.05 4.45 -1.02
H 6.04 -3.75 -4.67
H 0.94 0.14 -3.23
C -1.45 -0.46 4.72
H 1.99 0.01 5.11
H -2.79 4.47 -1.58
H -7.25 0.10 -2.03
C -5.61 -0.03 1.45
H 0.98 6.50 -1.67
H 4.98 -3.53 -1.72
C -3.37 -0.09 0.44
C -0.09 -0.09 -2.91
C -6.79 0.07 -1.05
H -3.56 -0.16 4.59
H -1.67 2.40 -0.74
H 5.35 -1.45 -3.93
H -2.55 -2.12 5.54
H 4.38 -1.24 -1.02
H 1.00 -0.88 6.28
O 3.95 0.66 0.36
C -1.72 4.44 -1.43
C -2.68 0.43 4.84
N 0.86 2.13 -0.35
H -0.57 0.85 -2.65
C -0.96 5.60 -1.69
C -1.12 3.30 -0.98
C 5.75 -2.17 -3.21
H -0.61 -3.21 -2.80
H 6.36 -1.59 -2.51
H 0.77 -1.72 -5.08
H -4.79 -0.01 -1.83
H -7.60 0.04 2.23
C 4.60 -2.82 -2.46
H -5.14 -0.07 2.43
H -1.49 -1.33 6.71
C -0.86 -0.83 -4.00
H -0.77 -2.50 -5.35
O 0.12 0.74 3.48
C 2.72 0.77 0.40
C -0.17 1.55 5.72
H 2.12 -2.34 -3.32
O -1.41 -0.95 3.37
C 2.13 2.10 -0.10
H 2.57 -1.98 0.01
C 3.75 -1.79 -1.72
H -1.83 -1.15 -3.59
C 2.44 4.37 -0.76
H 7.05 -3.91 -3.24
C -5.41 0.01 -0.94
C 6.62 -3.19 -3.94
H -0.80 -2.39 5.46
H -0.90 2.27 5.36
C -0.11 0.32 4.84
C 1.47 -2.76 -1.44
H 7.45 -2.71 -4.47
*
```

Here are the Mulliken charges for atoms 1 to 5, given in e: atom 1 (C): -1.871, atom 2 (B): 0.251, atom 3 (H): 0.359, atom 4 (S): -0.257, atom 5 (C): -0.380

---

(2)
C33H36N6O5 in the gas phase at a distorted geometry, computed with ωB97M-V/def2-TZVPD.

Computed properties:
Energy relative to the best compared isomer or geometry (same formula, charge and spin), kcal/mol: 5.84
Electronic energy, eV: -53983.5227
HOMO energy, eV: -7.66

ORCA input file:
```
! RIJCOSX wB97M-V def2-TZVPD def2/J DEFGRID3
* xyz 0 1
C -2.98 -2.51 -4.54
H -1.88 -0.01 -0.27
H 3.32 1.77 2.90
C -1.30 -4.68 -3.88
H -2.41 0.13 -4.07
C -0.93 1.43 0.99
C 0.71 -0.76 -2.02
H 6.26 0.97 2.77
H -4.16 0.56 0.47
C 5.23 0.86 2.42
H 0.66 -2.65 -2.97
H 0.15 2.44 -1.00
C -3.30 -2.79 1.63
C 4.39 2.03 2.92
O 2.69 1.44 -2.14
H -3.10 -3.33 -2.54
O 4.64 3.10 2.03
C 0.04 3.25 2.41
H -0.92 5.18 2.38
H -0.70 4.48 3.99
H 1.61 -1.00 -1.47
C -1.12 2.47 1.91
N -2.62 -0.95 3.22
H -4.43 -3.85 -3.62
H 4.85 -0.10 2.75
O 2.21 -0.21 0.68
H -3.50 -1.60 -4.26
H 0.76 0.61 3.25
C 0.12 0.48 -1.86
C 5.05 2.58 0.77
H -0.89 -5.64 -4.19
C -1.01 0.78 -2.61
H -2.58 3.54 3.06
O -2.71 -4.84 -3.89
C -2.42 2.77 2.32
H 2.31 2.71 0.72
H 0.20 -3.43 -4.84
H 1.48 -0.98 2.91
C -2.04 0.77 0.46
C 0.74 -0.24 2.57
C 4.09 3.04 -0.34
H 6.00 0.65 0.38
N -1.53 -0.34 3.42
C -3.50 2.09 1.82
N -0.57 -0.80 2.60
H -1.47 1.76 -2.53
C -2.44 -1.87 2.23
H -4.50 2.32 2.17
C -1.45 -3.47 0.22
C 0.17 -1.70 -2.88
C 0.66 1.48 -0.86
H -4.33 -2.86 1.94
C -0.24 4.60 3.00
H 0.70 5.14 3.12
C -1.55 -0.15 -3.47
C -0.88 -3.56 -4.84
H 0.46 -2.50 0.48
C 5.15 1.06 0.91
N 2.74 2.54 -0.18
H -3.28 -2.79 -5.55
H 4.65 2.37 3.93
H 6.03 3.02 0.54
C -2.78 -3.57 0.62
N -1.55 -2.31 -4.52
H -3.42 -4.29 0.12
C -3.32 1.10 0.87
H 4.24 0.59 0.53
H -1.19 -3.84 -5.86
C -0.99 -1.42 -3.62
C -0.57 -2.58 0.80
H 4.45 2.68 -1.31
C 2.16 1.77 -1.10
O 1.18 2.83 2.33
H -0.96 -4.44 -2.86
C 1.18 0.20 1.16
N 0.36 1.05 0.52
C -1.09 -1.78 1.81
H 4.06 4.13 -0.34
C -3.36 -3.64 -3.57
H -1.09 -4.11 -0.57
*
```

Here are the natural (NBO) charges for atoms 1 to 5, given in e: atom 1 (C): -0.237, atom 2 (H): 0.250, atom 3 (H): 0.164, atom 4 (C): -0.084, atom 5 (H): 0.211

---

(3)
A molecular structure, C26H57BBr2FN3O12SSi2 at a distorted geometry, computed with ωB97M-V/def2-TZVPD.

Computed properties:
Electronic energy, eV: -227004.5584
HOMO energy, eV: -9.45

ORCA input file:
```
! RIJCOSX wB97M-V def2-TZVPD def2/J DEFGRID3
* xyz 0 1
C -5.23 0.18 0.67
H 3.43 -8.59 -0.55
S -2.54 -0.74 2.92
H -1.69 5.16 -2.07
H -9.63 2.44 -1.28
C -4.93 4.10 3.13
H -0.85 4.26 2.13
H -4.89 0.68 1.57
H -0.43 6.38 -1.86
H 1.90 2.22 0.90
H -5.93 4.28 1.22
N 1.28 -6.06 -0.85
C 1.41 1.67 1.72
H -5.14 3.71 4.13
O -0.96 -1.65 -1.33
C 6.81 3.73 2.12
H 6.21 -2.81 -5.31
H 1.64 -6.02 1.21
H 2.17 -8.21 0.64
C -7.60 2.56 -0.68
H -0.45 -2.75 -2.96
C 6.35 1.25 2.24
H 1.26 2.39 2.54
H 1.35 -4.44 0.48
H 6.80 4.36 3.01
H 1.73 -1.29 -1.37
H -1.32 2.97 -1.58
O 0.07 -1.99 0.81
Br 1.87 4.80 -0.74
C -0.61 5.31 -2.01
H -5.42 0.99 -1.36
H -6.12 -0.39 0.95
N 3.25 -4.30 -5.05
H -4.08 -0.71 -0.98
B -0.90 -1.44 0.00
C 2.29 0.54 2.17
C -0.45 3.01 -0.91
H -1.54 2.87 2.94
Br 0.77 1.82 -1.82
H -4.38 -1.82 0.35
H 0.69 -1.33 1.16
O -1.31 -0.52 3.63
H -9.36 2.02 0.42
H 1.19 -0.95 -3.02
C -4.15 -0.78 0.12
Si -2.46 -0.34 0.70
O 0.14 1.16 1.27
H 2.38 -4.06 -4.62
F -3.52 0.35 3.52
C 2.84 -7.79 -0.10
O -2.30 1.27 0.34
H -6.61 3.03 2.28
O -3.88 3.30 2.63
H 5.00 2.70 2.46
C 1.32 -1.74 -2.27
H 7.93 -0.13 1.97
C -0.05 4.49 -0.85
H 0.17 -3.38 -1.43
H 0.79 -5.65 -1.63
H 2.42 -0.18 1.34
H 2.07 -2.43 -2.67
H -0.14 5.01 -2.95
H 6.01 -4.56 -5.10
C 3.34 -5.58 -5.73
H 2.59 -0.80 3.84
H -9.26 3.72 -0.11
C 1.05 -5.49 0.47
O -3.25 -1.98 3.00
H -0.42 4.90 0.09
C -9.06 2.68 -0.38
O 2.16 -7.45 -2.37
H -3.04 5.02 1.83
H -4.59 5.14 3.25
H -3.30 3.68 0.71
H 3.30 0.93 2.37
C -6.18 4.04 2.26
H 4.34 -5.71 -6.13
C 0.02 -2.47 -2.01
H 0.00 -5.55 0.75
H 7.84 3.43 1.94
O 4.01 -2.32 -4.29
C 1.78 -0.20 3.41
H 8.13 1.36 1.02
H 8.45 1.37 2.76
O 5.53 0.36 2.39
O -6.94 3.36 -1.25
H 1.43 0.50 4.17
H -5.22 2.23 -0.11
C 5.57 -3.65 -5.52
C 2.07 -7.10 -1.20
H 3.51 -7.09 0.41
H 2.63 -5.63 -6.55
H 3.14 -6.40 -5.04
H 6.48 4.33 1.27
N 5.98 2.56 2.29
H -6.93 4.75 2.61
C 7.81 0.95 1.98
H 0.96 -0.89 3.18
O -7.10 1.41 -0.22
H 5.48 -3.78 -6.60
C -2.98 3.92 1.74
C -1.55 3.43 1.99
C 4.22 -3.36 -4.90
Si -1.00 2.20 0.71
C -5.67 1.25 -0.33
*
```

Here are the Mulliken charges for atoms 1 to 5, given in e: atom 1 (C): -0.271, atom 2 (H): 0.300, atom 3 (S): 1.040, atom 4 (H): 0.395, atom 5 (H): 0.327

---

(4)
A molecular structure, C22H38HfO3P2S at a distorted geometry, computed with ωB97M-V/def2-TZVPD.

Computed properties:
Energy relative to the best compared isomer or geometry (same formula, charge and spin), kcal/mol: 221.48
Electronic energy, eV: -60265.5793
HOMO energy (spin up / spin down), eV: -13.11 / -12.32

ORCA input file:
```
! RIJCOSX wB97M-V def2-TZVPD def2/J DEFGRID3
* xyz 2 1
H -1.96 1.49 -6.72
C 0.11 1.64 2.76
C 0.14 1.24 7.10
H -1.15 -0.62 -7.11
H -1.21 -2.04 -4.49
C -2.23 4.13 -2.80
H -2.51 -1.10 -6.21
C 0.46 2.58 4.98
H 0.76 3.69 3.22
H 2.93 -2.45 -2.24
C 0.18 1.35 5.58
H 2.16 -3.75 -3.22
C -0.68 -3.75 -2.54
H 0.32 2.24 7.55
P 0.64 -2.96 -1.56
H 1.53 3.70 -2.80
C -1.56 -0.52 -6.07
C 0.83 -1.04 -2.45
C 2.29 -3.34 -2.23
H 1.05 -2.17 -4.78
H -2.73 3.28 -3.25
C -0.74 -1.19 -4.99
H -1.21 -1.10 0.09
O -1.44 1.59 0.39
C 1.52 -0.38 -5.94
C 0.82 4.42 -2.41
C -0.31 -1.74 -0.05
H -0.20 -1.31 -2.77
H 0.62 5.21 -3.12
H -1.99 4.87 -3.54
O 0.78 1.08 0.11
C 1.09 0.40 -2.45
P -0.70 3.52 -2.05
C -0.96 1.63 -4.79
C -0.05 0.25 4.75
C -0.07 0.37 3.34
C 1.11 1.07 -6.09
H -1.55 -3.14 -2.82
H 2.01 1.67 -6.25
H 0.63 3.43 5.63
H 2.55 -0.44 -5.55
S -0.04 1.97 0.96
H 2.73 -4.08 -1.57
H -1.06 -4.58 -1.94
H -0.83 0.89 7.46
O 0.30 3.37 0.93
H 0.91 0.56 7.47
H 0.53 -1.10 0.26
H -0.29 -4.19 -3.46
C 0.37 1.69 -4.96
C 0.48 2.70 3.60
H -2.88 4.56 -2.05
H -1.43 2.46 -4.30
H 0.60 1.23 -7.05
C 0.59 -1.23 -5.14
Hf -0.87 0.85 -1.71
H 1.21 4.84 -1.48
H 1.49 -1.47 -3.21
H 0.95 2.30 -4.29
H 0.34 0.97 -3.17
H -2.94 0.95 -5.38
H -0.41 -2.69 0.47
C -1.89 0.96 -5.75
H 1.99 0.91 -2.70
H -0.22 -0.50 2.72
H 1.67 -0.83 -6.94
H -0.26 -0.71 5.23
*
```

Here are the natural (NBO) charges for atoms 1 to 5, given in e: atom 1 (H): 0.250, atom 2 (C): -0.260, atom 3 (C): -0.644, atom 4 (H): 0.227, atom 5 (H): 0.200

---

(5)
A molecular structure, C42H42CrO2P2 at a distorted geometry, computed with ωB97M-V/def2-TZVPD.

Computed properties:
Energy relative to the best compared isomer or geometry (same formula, charge and spin), kcal/mol: 116.30
Electronic energy, eV: -95318.5574
HOMO energy (spin up / spin down), eV: -5.97 / -6.26

ORCA input file:
```
! RIJCOSX wB97M-V def2-TZVPD def2/J DEFGRID3
* xyz 0 5
C -0.07 -0.07 4.03
H -0.81 -0.45 -6.53
C 1.44 -1.49 5.23
H 3.64 -3.47 1.73
C -5.32 -1.52 1.04
C -0.58 6.01 0.98
H 3.56 -5.00 0.91
C 1.07 -2.61 4.47
C -1.13 5.07 0.10
H 2.39 1.22 -3.24
H 4.30 1.83 1.27
C -0.40 -1.15 3.18
H 1.08 0.63 5.71
C -5.80 -2.22 2.14
P -1.42 -0.87 1.79
H -0.64 8.03 1.60
H -0.50 0.91 3.85
C -1.06 7.30 0.93
H -5.22 -3.13 3.99
H -2.41 8.69 -0.02
C -0.65 3.64 0.18
H -1.67 3.37 -4.71
H 0.24 5.72 1.64
H 4.76 -2.97 -0.09
C 3.24 -3.96 0.85
C -0.31 -0.25 -4.46
H -0.75 1.49 1.75
H -6.05 -1.15 0.32
H 3.67 -1.32 -0.68
H -0.74 2.59 -2.61
H 5.57 2.57 -0.77
H -0.15 -4.16 0.39
H -2.08 0.99 0.69
H 4.66 2.14 -3.05
C 1.07 -4.49 -1.29
C 1.89 -2.05 -1.81
H 2.28 -3.86 -2.99
C -0.75 1.90 -3.45
H -2.60 4.63 -1.41
H -6.86 -2.36 2.33
H 2.65 0.09 0.83
H 0.66 -3.20 -3.05
H 1.53 -3.60 4.65
H -2.24 1.13 2.48
C 3.78 -3.35 -0.40
C -0.22 0.60 -3.34
C -0.99 -1.56 0.13
C -0.79 -1.15 -1.19
C -1.28 2.35 -4.66
C -2.64 6.71 -0.80
H 1.48 -3.66 2.17
O 0.40 3.53 0.85
H -1.68 1.88 -6.74
H -1.20 -1.72 -1.97
C 2.99 -2.16 -0.84
C -3.98 -1.18 0.88
P 0.45 -0.04 -1.79
C 2.69 0.96 0.10
C -0.80 0.22 -5.67
O -1.35 2.82 -0.47
C 1.79 -3.59 1.11
H -3.45 6.96 -1.47
H -1.38 -2.58 0.28
H 0.06 -1.27 -4.41
C -4.87 -2.63 3.09
C 4.61 2.10 -0.85
C 1.47 -3.40 -2.35
H -3.69 -0.58 0.00
H 1.95 -1.35 -2.68
C -1.29 1.53 -5.79
C 0.84 -3.92 0.08
C -1.61 0.88 1.62
H 1.92 -5.20 -1.31
C 2.79 1.44 -2.25
C 4.09 1.94 -2.14
C -2.19 5.40 -0.76
H -0.29 -3.31 2.90
C 0.83 -0.23 5.07
H 3.92 -4.09 -1.18
Cr 1.36 -1.90 0.29
H 0.16 -4.98 -1.73
C 1.99 0.98 -1.16
C -2.08 7.67 0.05
C 3.89 1.68 0.26
H -2.84 -2.52 3.79
C 0.07 -2.44 3.50
C -3.53 -2.28 2.98
H 2.17 -1.62 6.03
C -3.06 -1.54 1.89
*
```

Here are the Mulliken charges for atoms 1 to 5, given in e: atom 1 (C): -0.694, atom 2 (H): 0.424, atom 3 (C): -0.556, atom 4 (H): 0.400, atom 5 (C): -0.632

---

| no. | molecular weight (u) |
| --- | --- |
| 1 | 783.7 |
| 2 | 596.7 |
| 3 | 881.6 |
| 4 | 623.0 |
| 5 | 692.7 |